18
Properties=species:S:1:pos:R:3:forces:R:3:nbo_charge:R:1 method="wB97M-V/def2-TZVPD" smiles=c1ccc(-c2ccco2)nc1 max_force_ha_per_bohr=0.280 gap_ev=8.7 energy_ev=-12980.9400
C -2.319796 -0.031655 1.415917 -3.7 -2.2 -2.8 -0.16
C -1.731243 0.467656 2.537084 0.0 0.2 0.8 -0.30
C -0.383311 0.651038 2.475494 1.4 2.8 4.2 0.07
C -0.155053 0.111427 0.333140 -3.9 -2.5 -0.8 0.20
C -1.598064 -0.350052 0.242696 4.0 3.4 3.9 -0.24
C 0.673390 -0.094542 -0.822495 1.5 -0.5 -0.9 0.22
C 2.006471 -0.365856 -0.918505 2.5 1.0 0.8 -0.27
C 2.395367 -0.440061 -2.288290 -4.1 0.6 -3.6 -0.32
C 1.146054 -0.278106 -2.983342 4.2 -0.8 13.8 0.13
H -3.486981 -0.270136 1.411055 2.6 0.5 0.1 0.22
H -2.253477 0.712676 3.465470 0.0 -0.2 -0.5 0.23
H 0.100994 1.218866 3.431636 -0.9 -1.8 -2.2 0.18
H -1.846127 -0.778598 -0.657177 -1.3 -0.8 -1.6 0.23
H 2.758057 -0.274874 -0.107400 -1.0 -0.4 -0.4 0.24
H 3.201509 -0.466756 -3.063006 0.1 -0.3 2.0 0.25
H 0.964665 -0.223145 -3.862138 -2.7 0.6 -10.8 0.15
N 0.398458 0.498897 1.446221 1.0 0.5 -0.5 -0.43
O 0.129087 -0.086781 -2.056360 0.3 -0.1 -1.3 -0.40

***

16
Properties=species:S:1:pos:R:3:forces:R:3:nbo_charge:R:1 method="wB97M-V/def2-TZVPD" total_charge=+1 smiles=C[NH+](C)CPI max_force_ha_per_bohr=0.075 gap_ev=9.0 energy_ev=-22144.3252
C -1.701016 -0.749887 -0.169904 -1.6 0.1 -1.3 -0.42
C -0.465928 0.666425 1.476784 3.3 -1.4 -1.4 -0.40
C 0.554184 -0.219956 -0.724948 2.5 1.3 -1.7 -0.45
N -0.665509 0.244006 -0.017140 2.0 -0.3 1.5 -0.36
P 2.311225 1.127370 -0.677318 -1.1 -2.6 -1.5 0.30
I 4.119250 -0.230826 0.321644 -0.7 0.3 0.1 -0.03
H -1.525466 -1.472294 0.569426 -0.1 -1.5 0.5 0.23
H -2.681633 -0.316222 -0.076472 -0.4 0.4 0.8 0.24
H -1.766496 -1.076776 -1.211603 0.7 -0.5 0.3 0.24
H 0.704407 0.710622 1.681712 -2.6 0.3 -0.5 0.25
H -0.995758 1.545842 1.786630 -0.3 0.2 -0.2 0.25
H -0.785921 -0.261708 1.881704 -0.4 -0.2 1.5 0.22
H 0.301378 -0.218736 -1.840972 0.3 -0.1 1.6 0.24
H 0.911588 -1.201991 -0.427780 -0.3 0.0 0.3 0.24
H -0.940868 0.973300 -0.573662 -0.9 2.9 -1.2 0.42
H 2.626562 0.480829 -1.998097 -0.4 1.0 1.2 0.02

***

13
Properties=species:S:1:pos:R:3:forces:R:3:nbo_charge:R:1 method="wB97M-V/def2-TZVPD" smiles="NCC(=O)O.O" max_force_ha_per_bohr=0.062 gap_ev=10.0 energy_ev=-9819.7270
O -1.622140 -0.630911 -0.604276 -0.6 -0.2 0.5 -0.59
C -1.286945 -0.737475 0.541486 3.0 0.7 1.0 0.78
O -1.446435 -1.857890 1.324632 -1.4 0.8 -1.2 -0.68
C -0.290045 0.238422 1.300028 0.1 -1.1 0.8 -0.33
N 1.009739 0.467003 0.600504 -2.4 0.2 0.1 -0.84
H -2.170993 -2.307831 0.854473 0.2 -0.6 0.3 0.49
H -0.108747 -0.269065 2.280815 0.0 0.5 -0.8 0.20
H -0.776217 1.176512 1.572077 -0.2 0.1 -0.5 0.20
H 0.752387 0.460600 -0.406556 1.4 -0.4 0.8 0.39
H 1.682290 -0.197347 0.971577 -0.1 0.0 -1.1 0.37
H 1.976012 0.870674 -3.358894 -1.6 0.9 2.6 0.48
H 0.737597 1.664884 -2.625318 1.1 -0.7 -0.2 0.48
O 1.543496 1.122425 -2.450549 0.5 -0.2 -2.4 -0.96

***

7
Properties=species:S:1:pos:R:3:forces:R:3:nbo_charge:R:1 method="wB97M-V/def2-TZVPD" max_force_ha_per_bohr=0.089 gap_ev="8.2 / 8.2" energy_ev=-7230.3716
C -1.591686 0.883022 0.304507 2.0 -2.2 -3.5 0.12
C -0.235609 -0.405867 -0.520868 -2.2 2.9 0.7 -0.17
C 1.106478 0.064131 -0.120075 -1.0 2.7 -1.4 0.77
O 1.893321 0.977664 -0.103012 -0.5 -2.3 0.4 -0.52
O 0.622171 -0.986125 0.483477 1.5 -1.3 2.1 -0.45
H -1.344588 0.573283 1.291767 0.5 -0.5 1.6 0.03
H -0.450086 -1.106107 -1.335797 -0.3 0.6 0.2 0.22

***

10
Properties=species:S:1:pos:R:3:forces:R:3:nbo_charge:R:1 method="wB97M-V/def2-TZVPD" smiles="O=C1OC=NN=CO1" max_force_ha_per_bohr=0.181 gap_ev=9.9 energy_ev=-12261.6620
C 0.455443 0.576878 -1.035810 -4.3 1.6 -4.0 0.99
C -0.642246 -1.508289 -0.211004 2.9 4.5 1.8 0.37
C 0.272372 0.701002 1.544599 -0.1 -1.0 -0.8 0.37
H -1.069806 -2.114846 -0.923238 -1.4 -1.3 -1.0 0.21
H 0.635915 1.222464 2.469990 0.1 0.2 -1.7 0.22
N -0.925573 -1.126791 0.949216 -1.3 -3.0 -2.2 -0.24
N -0.174607 -0.471397 1.811148 0.9 2.2 0.6 -0.28
O 0.195773 1.183570 -2.191533 2.6 -3.7 8.1 -0.52
O 0.536697 -0.832197 -0.911238 -0.2 2.1 0.4 -0.58
O 0.220246 1.331396 0.270769 0.8 -1.5 -1.1 -0.54

***

8
Properties=species:S:1:pos:R:3:forces:R:3:nbo_charge:R:1 method="wB97M-V/def2-TZVPD" smiles="NN1C=C1" max_force_ha_per_bohr=0.070 gap_ev=9.6 energy_ev=-5113.6727
C 1.306288 -0.467273 -0.414315 2.0 -0.2 1.3 -0.06
C 0.621630 -1.088077 0.470850 0.5 0.9 -2.0 -0.06
N -0.086331 -0.475214 -0.651270 -3.3 1.4 0.3 -0.26
N -0.870233 0.797962 -0.054254 0.4 -1.7 -1.6 -0.75
H 2.289640 -0.071210 -0.569768 -0.1 0.5 -0.7 0.23
H 0.309982 -1.210101 1.427598 -0.5 -1.2 2.5 0.22
H -0.284286 1.285606 0.622523 -0.3 -0.5 0.4 0.33
H -1.755663 0.365664 0.301550 1.4 0.7 -0.1 0.36